1.
ORCA calculation (wB97M-V/def2-TZVPD) on a 5-piece molecular cluster, C29H66B2IN3O11P2S4 overall at a distorted geometry.

The geometry in XYZ format:
```
118
Properties=species:S:1:pos:R:3:forces:R:3:lowdin_charge:R:1
C -0.717 -1.161 3.622 0.261 0.090 -1.117 -0.0929
C 0.169 -1.744 2.385 -1.032 0.194 1.814 -0.2233
O -0.147 -0.939 1.209 3.019 -0.627 -1.993 -0.0245
B 0.876 -1.116 0.189 -1.667 -1.774 1.862 -0.5710
O 1.459 -2.444 0.152 0.530 2.616 0.513 0.0623
C 1.270 0.102 -0.888 0.164 -1.392 0.459 -0.3679
C 2.796 -0.192 -1.279 1.148 -0.681 -0.079 -0.1581
C 3.138 -1.199 -2.469 1.462 -0.409 -0.580 -0.1266
C 3.807 -2.606 -1.983 0.673 0.117 -0.012 -0.2358
O 3.160 -3.762 -2.548 0.593 0.587 1.267 -0.1152
N 1.185 1.357 -0.065 1.205 -0.592 -0.135 -0.6243
I 1.651 3.106 -1.036 -0.161 0.493 -0.689 0.9389
P 2.146 1.378 1.400 -2.475 1.117 3.868 0.6276
N 1.193 1.347 2.713 1.622 0.268 -1.127 -0.2651
C 0.175 0.030 -2.072 -0.660 2.804 0.553 -0.3958
C -1.126 0.998 -1.814 -0.773 -0.607 -1.360 -0.1805
O -1.724 0.853 -0.516 -1.360 0.626 -0.768 -0.1266
C -3.139 1.007 -0.536 -3.448 -0.616 -0.124 -0.1438
C -3.995 -0.302 -0.584 -1.970 4.136 0.176 0.0534
C -5.544 -0.127 -0.559 1.543 1.257 -0.178 -0.2118
C -6.398 -1.503 -0.560 0.590 0.749 1.190 -0.1080
C -6.235 1.261 -0.506 3.870 -0.100 -0.013 -0.0374
C -5.367 2.560 -0.494 1.329 -4.328 0.064 -0.0047
C -3.812 2.397 -0.513 -1.196 -1.512 -0.164 -0.0821
C -2.926 3.731 -0.512 -1.030 0.250 -0.579 -0.3272
C -3.633 4.788 -1.523 0.114 0.257 0.479 -0.1109
C -2.890 4.377 0.976 0.223 -0.685 -0.756 -0.0716
O 0.760 0.647 -3.261 -0.979 -1.800 0.274 -0.2115
C 0.239 0.143 -4.503 0.293 0.416 -1.916 -0.1377
B 0.714 1.112 -5.752 -0.575 0.135 -0.275 -0.4240
O 0.199 0.717 -7.070 1.504 0.045 1.753 0.0482
N 1.578 2.317 -5.549 0.358 -1.803 -1.999 -0.1086
C 2.956 1.727 -5.279 0.270 -0.372 1.185 -0.0896
C 1.741 3.113 -6.811 0.336 1.610 -0.014 -0.1203
P -0.647 -1.654 -2.349 1.434 -3.938 -1.013 0.8349
O 0.276 -2.847 -2.631 -1.341 2.245 0.429 -0.4402
H -1.469 -0.390 3.209 1.358 -1.136 0.592 0.0919
H -1.323 -1.983 4.134 1.108 1.186 -0.669 0.0588
H 0.011 -0.642 4.326 -1.375 -0.673 -0.835 0.0523
H -0.113 -2.842 2.246 0.567 1.420 -0.185 0.1221
H 1.282 -1.627 2.633 -1.657 -0.367 -0.326 0.0951
H 2.307 -2.432 0.672 -0.842 -0.234 -0.558 0.0692
H 3.277 -0.678 -0.342 -0.769 0.848 -1.451 0.0842
H 3.447 0.751 -1.442 -1.604 -1.096 0.197 0.0921
H 2.316 -1.394 -3.230 0.843 0.052 1.371 0.0958
H 3.991 -0.713 -3.087 -1.459 -0.539 0.947 0.1082
H 4.912 -2.650 -2.335 -1.569 0.393 0.466 0.1140
H 3.873 -2.667 -0.828 -0.368 0.177 -1.734 0.1059
H 3.139 -4.452 -1.844 -0.343 0.478 -0.797 0.0325
H 3.076 0.312 1.574 -0.342 0.157 -1.065 0.0123
H 2.857 2.632 1.489 0.125 -1.046 -0.826 -0.0318
H 1.308 2.217 3.254 -0.282 -0.443 -0.507 -0.0408
H -1.912 0.612 -2.580 1.109 0.668 0.959 0.1217
H -0.924 2.081 -2.144 0.097 -1.606 0.827 0.0978
H -3.525 -1.348 -0.632 -0.774 1.918 0.171 0.0902
H -7.509 -1.328 -0.753 1.639 -0.238 -0.026 0.0700
H -5.935 -2.298 -1.240 -0.795 1.321 0.727 0.0731
H -6.323 -1.928 0.513 -0.163 0.602 -1.626 0.0819
H -7.372 1.312 -0.460 1.814 -0.069 -0.124 0.0869
H -5.886 3.584 -0.448 1.109 -1.830 -0.111 0.0981
H -1.869 3.572 -0.938 -1.645 -0.114 0.937 0.1021
H -4.536 5.288 -1.013 1.311 -0.775 -0.690 0.0648
H -2.885 5.636 -1.747 -1.167 -1.344 0.184 0.0810
H -4.028 4.287 -2.472 0.806 0.721 1.199 0.0809
H -3.396 3.621 1.673 0.725 1.362 -0.801 0.0858
H -3.443 5.375 0.907 0.891 -1.439 0.515 0.0554
H -1.803 4.529 1.293 -1.648 -0.045 -0.309 0.0796
H 0.647 -0.905 -4.789 -0.779 1.262 0.832 0.1392
H -0.917 0.137 -4.576 1.750 -0.064 0.277 0.1217
H 0.834 0.066 -7.446 -0.761 0.597 0.173 0.1090
H 3.782 2.475 -5.513 -1.243 -0.896 0.240 0.0988
H 3.042 1.460 -4.169 -0.145 0.176 -1.611 0.0805
H 3.113 0.784 -5.926 0.158 1.307 0.938 0.1081
H 2.664 2.755 -7.396 -1.586 0.408 0.444 0.0918
H 0.805 3.172 -7.459 1.324 -0.394 0.908 0.0933
H 1.975 4.199 -6.485 -0.267 -1.606 -0.579 0.0982
H -1.502 -2.049 -1.238 0.511 1.201 -0.429 0.0498
H -1.586 -1.613 -3.460 0.358 0.811 1.000 0.0451
C -0.119 -6.085 -1.196 -0.054 0.087 -0.025 -0.2534
S 1.359 -6.721 -0.379 -0.198 0.193 -0.129 0.8326
O 2.537 -6.056 -1.011 -0.054 -0.337 0.153 -0.5513
C 1.249 -8.389 -1.062 0.112 -0.062 -0.119 -0.2718
H -0.228 -5.029 -0.940 0.199 -0.039 -0.051 0.0373
H -0.019 -6.185 -2.278 0.116 0.048 0.068 0.0663
H -0.995 -6.635 -0.846 0.095 -0.053 0.068 0.0521
H 1.263 -8.347 -2.153 0.011 0.091 0.056 0.0591
H 0.330 -8.865 -0.716 0.032 0.089 0.038 0.0507
H 2.108 -8.963 -0.711 -0.040 0.117 0.022 0.0470
C 0.121 -3.245 8.416 -0.019 -0.114 0.078 -0.2744
S 0.507 -2.382 6.877 -0.425 0.201 -0.108 0.8062
O -0.765 -1.789 6.368 0.479 -0.474 0.798 -0.5562
C 0.839 -3.868 5.906 -0.025 -0.106 -0.080 -0.2660
H -0.157 -2.505 9.167 0.046 0.023 -0.149 0.0491
H -0.712 -3.933 8.259 0.022 0.069 -0.080 0.0567
H 1.002 -3.793 8.757 -0.004 0.046 -0.033 0.0491
H -0.039 -4.517 5.905 -0.004 0.085 0.027 0.0612
H 1.697 -4.396 6.329 -0.023 0.055 0.034 0.0479
H 1.068 -3.567 4.883 -0.052 0.102 0.084 0.0376
C 4.968 -1.912 4.584 -0.146 0.069 0.044 -0.2533
S 5.022 -2.352 2.834 0.139 -0.124 0.097 0.8484
O 3.694 -1.998 2.244 0.010 -0.095 0.035 -0.5693
C 5.040 -4.139 3.090 -0.106 -0.074 -0.052 -0.2540
H 4.913 -0.826 4.665 -0.011 -0.086 -0.106 0.0559
H 4.088 -2.355 5.053 -0.002 0.009 -0.099 0.0502
H 5.876 -2.266 5.076 -0.002 -0.002 -0.115 0.0558
H 4.155 -4.443 3.652 0.001 0.103 -0.033 0.0551
H 5.945 -4.421 3.630 -0.011 0.097 -0.042 0.0557
H 5.035 -4.627 2.114 -0.008 0.129 0.024 0.0548
C -3.603 9.210 0.228 -0.122 -0.033 0.009 -0.2717
S -1.904 8.782 0.664 0.017 -0.241 -0.007 0.8133
O -1.778 7.297 0.567 -0.118 0.522 0.057 -0.5598
C -2.050 9.200 2.415 -0.056 -0.030 0.108 -0.2715
H -3.755 8.990 -0.829 0.124 -0.014 0.082 0.0494
H -4.301 8.619 0.824 0.098 -0.024 0.008 0.0568
H -3.767 10.275 0.404 0.065 -0.036 -0.009 0.0504
H -2.845 8.609 2.874 0.033 -0.026 -0.094 0.0583
H -2.264 10.265 2.518 0.029 -0.036 -0.064 0.0509
H -1.102 8.973 2.903 -0.039 -0.016 -0.142 0.0499
```
Positions in Å, forces in eV/Å.

Computed properties:
**2S+1**: 1
**Max |F|**: 0.092 hartree/bohr
**Kohn-Sham gap**: 0.2866 hartree

2.
ORCA calculation (wB97M-V/def2-TZVPD) on C29H66F4NbO9S as an isolated structure at a distorted geometry.

The geometry in XYZ format:
```
110
Properties=species:S:1:pos:R:3:forces:R:3:lowdin_charge:R:1
C -3.043 2.504 -0.511 -0.088 -0.200 -0.181 -0.1114
C -2.380 2.011 -1.792 -0.691 -0.218 0.068 -0.2641
C -2.329 0.477 -1.861 0.377 0.094 -0.598 -0.2265
C -0.931 -0.146 -1.864 0.060 0.060 0.563 -0.2988
C 0.073 0.470 -0.868 0.775 -1.255 -0.286 -0.3603
Nb 0.223 -0.513 1.182 -1.568 0.143 0.229 1.4360
C -1.973 -0.953 1.484 0.442 0.761 0.528 -0.3166
S -0.171 1.668 2.365 -0.162 -0.228 -0.047 0.1806
C 0.806 -1.702 3.070 0.504 0.488 -0.516 -0.3525
C 0.960 -0.863 4.338 0.303 -0.877 -0.002 -0.2281
C 1.317 -1.687 5.577 -0.049 -0.336 0.307 -0.5600
F 0.266 -1.733 6.471 0.667 -0.179 -0.485 0.0708
F 2.362 -1.144 6.277 -0.372 -0.235 -0.181 0.0763
F 1.677 -2.983 5.332 -0.323 0.916 0.303 0.0941
C 0.721 -2.448 0.060 0.310 0.799 0.152 -0.4733
C 2.038 -2.392 -0.684 -0.004 -0.530 -0.036 -0.1473
F 0.791 -3.546 0.956 -0.033 -0.342 0.079 -0.1624
H -3.940 1.910 -0.348 -0.206 -0.112 0.088 0.0666
H -2.416 2.372 0.362 0.216 0.109 0.181 0.0316
H -3.381 3.530 -0.600 0.185 0.339 0.122 0.0607
H -2.998 2.359 -2.616 -0.035 0.144 -0.253 0.0893
H -1.401 2.448 -1.942 0.266 0.114 0.040 0.0891
H -2.931 0.027 -1.082 -0.089 0.061 0.397 0.0816
H -2.806 0.181 -2.795 -0.148 -0.191 -0.126 0.0933
H -1.058 -1.201 -1.627 -0.067 -0.250 -0.145 0.0597
H -0.517 -0.135 -2.871 0.020 0.196 -0.273 0.0857
H -0.088 1.526 -0.700 -0.133 0.230 0.151 -0.0008
H 1.062 0.392 -1.319 0.193 0.124 -0.066 0.0138
H 2.008 -0.033 1.145 -0.028 0.391 0.443 -0.0872
H -2.604 -0.081 1.323 -0.192 0.138 -0.184 -0.0423
H -2.290 -1.764 0.833 0.005 -0.194 -0.180 -0.0172
H -2.130 -1.241 2.522 -0.068 -0.209 0.187 -0.0270
H 1.046 2.215 2.417 0.122 -0.040 -0.049 -0.2802
H 1.764 -2.172 2.883 0.047 -0.457 -0.021 0.0329
H 0.044 -2.459 3.229 -0.087 -0.303 -0.198 0.0429
H 0.052 -0.337 4.594 -0.097 0.404 0.008 0.0759
H 1.784 -0.179 4.184 0.006 0.433 0.118 0.0966
H -0.061 -2.717 -0.651 -0.247 -0.024 -0.068 0.0597
H 1.947 -1.787 -1.577 -0.018 0.279 -0.136 0.0569
H 2.322 -3.398 -1.002 0.037 -0.173 -0.109 0.0463
H 2.840 -2.011 -0.069 0.193 0.195 0.135 0.0413
C -3.050 5.775 5.167 0.108 0.026 -0.038 -0.1132
O -1.945 5.379 5.942 -0.155 -0.176 0.125 -0.1921
C -1.842 6.058 7.177 0.119 0.038 -0.201 -0.2116
C -1.189 5.185 8.224 0.105 0.024 0.126 -0.1906
O -2.024 4.167 8.745 -0.031 0.008 0.042 -0.1289
C -2.286 3.034 7.926 -0.163 -0.035 0.006 -0.1810
C -1.120 2.090 7.759 0.056 -0.097 -0.243 -0.2064
O -0.180 2.611 6.842 0.081 0.331 0.230 -0.1949
C 1.121 2.103 7.036 -0.086 -0.049 -0.184 -0.0956
H -2.944 6.810 4.819 -0.065 0.013 0.011 0.0857
H -3.096 5.115 4.303 0.045 0.011 -0.017 0.0912
H -3.985 5.680 5.733 -0.004 0.045 0.000 0.0859
H -2.831 6.370 7.534 -0.025 -0.025 -0.002 0.1236
H -1.224 6.956 7.034 -0.073 0.071 0.110 0.1255
H -0.963 5.824 9.082 0.002 0.012 -0.001 0.1242
H -0.244 4.780 7.855 -0.060 -0.044 -0.147 0.1225
H -2.682 3.332 6.954 0.134 0.008 -0.071 0.1221
H -3.074 2.492 8.453 0.004 0.004 0.018 0.1252
H -1.496 1.131 7.375 -0.015 -0.052 0.130 0.1309
H -0.651 1.914 8.735 -0.003 0.009 0.022 0.1266
H 1.454 2.256 8.070 -0.006 -0.081 0.008 0.0878
H 1.789 2.649 6.371 -0.037 0.000 -0.054 0.0923
H 1.169 1.041 6.781 0.072 -0.035 0.120 0.0697
C 1.003 -10.931 -3.852 0.023 -0.032 0.105 -0.1218
O 1.515 -10.042 -2.891 -0.086 0.206 -0.160 -0.1929
C 2.859 -9.668 -3.136 -0.033 -0.137 0.142 -0.2077
C 3.153 -8.274 -2.630 0.102 0.078 0.088 -0.1889
O 2.623 -7.236 -3.433 0.015 -0.030 -0.094 -0.1247
C 1.232 -6.963 -3.337 -0.056 0.051 -0.095 -0.1816
C 0.817 -6.268 -2.062 -0.181 -0.081 0.105 -0.2058
O 0.779 -7.175 -0.979 0.306 -0.071 0.013 -0.1996
C 0.969 -6.535 0.273 -0.135 -0.234 -0.035 -0.1001
H 1.500 -11.908 -3.799 -0.001 -0.005 -0.068 0.0856
H -0.057 -11.064 -3.645 0.005 -0.023 0.037 0.0865
H 1.113 -10.527 -4.865 0.025 -0.035 -0.008 0.0865
H 3.081 -9.713 -4.209 -0.021 0.015 -0.017 0.1231
H 3.519 -10.376 -2.613 0.095 0.016 -0.096 0.1258
H 4.237 -8.140 -2.685 0.012 -0.007 0.012 0.1265
H 2.859 -8.164 -1.585 -0.145 -0.077 -0.022 0.1235
H 0.638 -7.865 -3.503 0.003 -0.049 0.144 0.1192
H 1.030 -6.277 -4.163 0.016 0.007 -0.004 0.1257
H -0.185 -5.838 -2.204 0.060 0.119 -0.047 0.1313
H 1.516 -5.451 -1.854 0.016 0.041 -0.006 0.1143
H 1.890 -5.946 0.282 -0.034 0.086 -0.013 0.0851
H 1.046 -7.319 1.025 -0.037 -0.017 -0.021 0.0856
H 0.129 -5.885 0.517 0.038 0.125 0.033 0.0809
C 0.608 7.695 -4.959 -0.098 0.006 -0.050 -0.1152
O 0.148 6.681 -5.821 0.178 -0.151 0.105 -0.1943
C 0.846 6.631 -7.051 -0.198 0.088 0.019 -0.2099
C 0.897 5.223 -7.598 -0.004 -0.062 -0.123 -0.1914
O 1.811 4.370 -6.935 0.043 -0.008 -0.011 -0.1261
C 1.450 3.868 -5.654 0.109 0.020 0.080 -0.1776
C 0.388 2.797 -5.674 -0.170 -0.009 0.178 -0.2003
O -0.898 3.355 -5.885 0.095 0.136 -0.330 -0.1970
C -1.803 2.440 -6.455 -0.016 -0.009 0.186 -0.1143
H 0.385 8.692 -5.360 0.057 0.022 0.019 0.0859
H 0.093 7.575 -4.008 -0.039 0.007 -0.014 0.0891
H 1.687 7.609 -4.786 0.005 0.036 -0.018 0.0878
H 1.870 7.004 -6.930 0.016 -0.013 0.025 0.1244
H 0.325 7.271 -7.778 0.122 0.027 -0.066 0.1257
H 1.274 5.290 -8.622 -0.006 0.008 -0.011 0.1254
H -0.102 4.785 -7.642 -0.044 0.051 0.148 0.1215
H 1.176 4.676 -4.974 -0.147 0.000 -0.031 0.1223
H 2.364 3.410 -5.270 0.010 -0.005 -0.007 0.1291
H 0.393 2.277 -4.706 0.080 -0.085 -0.039 0.1282
H 0.623 2.071 -6.462 0.012 0.002 -0.018 0.1268
H -1.407 2.014 -7.385 0.010 -0.038 0.026 0.0859
H -2.720 2.981 -6.684 -0.011 0.020 0.054 0.0861
H -2.033 1.629 -5.754 -0.018 -0.064 -0.069 0.0864
```
Positions in Å, forces in eV/Å.

Computed properties:
**2S+1**: 1
**Max |F|**: 0.031 hartree/bohr
**Kohn-Sham gap**: 0.2664 hartree
**Total charge**: -1